# 1
{
  "formula": "C34H44BrN3O3PPtS",
  "method": "ωB97M-V/def2-TZVPD",
  "elements": ["Pt", "Br", "C", "C", "C", "C", "C", "N", "C", "O", "O", "H", "H", "H", "S", "C", "C", "C", "N", "C", "C", "C", "C", "C", "N", "C", "C", "H", "H", "H", "H", "H", "H", "H", "H", "O", "P", "C", "C", "C", "C", "C", "C", "C", "C", "C", "C", "C", "C", "C", "C", "C", "C", "C", "C", "H", "H", "H", "H", "H", "H", "H", "H", "H", "H", "H", "H", "H", "H", "H", "H", "H", "H", "H", "H", "H", "H", "H", "H", "H", "H", "H", "H", "H", "H", "H", "H", "H"],
  "positions_angstrom": [[0.3347, 1.5291, 1.2485], [-2.6403, 2.4684, 2.6396], [-1.0367, 3.0460, 3.4307], [-1.0732, 3.8315, 4.5683], [0.1263, 4.2852, 5.0946], [1.3141, 3.9658, 4.4536], [1.2700, 3.1858, 3.3192], [0.1048, 2.7063, 2.8379], [2.5228, 2.8700, 2.4961], [3.5957, 3.1821, 2.9557], [2.3079, 2.3032, 1.3490], [-2.0242, 4.0789, 5.0150], [0.1261, 4.9009, 5.9836], [2.2840, 4.3065, 4.7875], [-0.1425, -3.4060, 5.7848], [-0.1179, -2.1931, 4.4781], [1.0824, -1.6781, 4.0054], [1.0606, -0.7361, 2.9953], [-0.0809, -0.2905, 2.4520], [-1.2359, -0.7859, 2.9054], [-1.2980, -1.7299, 3.9127], [0.1138, -4.8533, 4.7697], [-0.9654, -5.5188, 4.2070], [-0.7141, -6.6329, 3.4193], [0.5049, -7.1042, 3.1753], [1.5279, -6.4684, 3.7371], [1.3897, -5.3454, 4.5415], [2.0279, -2.0017, 4.4168], [1.9763, -0.3151, 2.5977], [-2.1361, -0.4165, 2.4333], [-2.2556, -2.1020, 4.2489], [-1.9788, -5.1847, 4.3828], [-1.5374, -7.1729, 2.9656], [2.5130, -6.8747, 3.5386], [2.2575, -4.8745, 4.9826], [0.8255, 0.3959, -0.3555], [0.2041, 0.2930, -1.7551], [-0.4301, -1.3912, -1.9233], [-1.5333, -1.6691, -0.8661], [-2.9040, -1.8091, -1.5185], [-2.9318, -2.9793, -2.5087], [-1.6113, -3.1117, -3.2877], [-0.8749, -1.7773, -3.3449], [-1.1849, 1.4558, -1.9371], [-0.9621, 2.8291, -1.2792], [-2.2560, 3.6286, -1.3228], [-2.7390, 3.8376, -2.7777], [-1.8727, 3.0867, -3.7858], [-1.6924, 1.6207, -3.4012], [1.4988, 0.5921, -2.9681], [2.6759, -0.3998, -2.7759], [3.7778, 0.2238, -1.9251], [4.4070, 1.4240, -2.6449], [3.3770, 2.1705, -3.5051], [1.9830, 2.0563, -2.8986], [0.4359, -2.0119, -1.6736], [-1.5450, -0.8875, -0.0984], [-1.2860, -2.5905, -0.3338], [-3.1576, -0.8763, -2.0327], [-3.6721, -1.9464, -0.7555], [-3.7652, -2.8466, -3.2004], [-3.1296, -3.9069, -1.9683], [-1.7984, -3.4850, -4.2945], [-0.9592, -3.8467, -2.8068], [-1.5395, -1.0221, -3.7718], [-0.0049, -1.8373, -4.0016], [-1.9731, 0.9693, -1.3484], [-0.1563, 3.3715, -1.7770], [-0.6019, 2.7265, -0.2352], [-2.1132, 4.5870, -0.8225], [-3.0130, 3.0899, -0.7444], [-2.7394, 4.8992, -3.0256], [-3.7745, 3.5042, -2.8755], [-0.8954, 3.5685, -3.8710], [-2.3187, 3.1423, -4.7798], [-1.0267, 1.1388, -4.1198], [-2.6539, 1.1094, -3.4946], [1.0443, 0.4183, -3.9495], [3.0712, -0.6512, -3.7632], [2.3408, -1.3441, -2.3422], [4.5395, -0.5242, -1.7012], [3.3581, 0.5332, -0.9654], [5.2311, 1.0900, -3.2783], [4.8383, 2.1019, -1.9068], [3.3542, 1.7587, -4.5186], [3.6540, 3.2197, -3.6106], [1.2753, 2.7020, -3.4234], [2.0204, 2.3949, -1.8573]],
  "mulliken_charge": [1.391, -0.057, 0.533, -0.693, -0.417, -0.638, 0.763, 0.317, 0.128, -0.671, -0.739, 0.471, 0.445, 0.546, -0.095, 0.176, -0.788, -0.284, -0.123, -0.078, -0.990, 0.366, -0.209, -0.429, -0.556, -0.392, -0.141, 0.441, 0.489, 0.568, 0.480, 0.387, 0.373, 0.364, 0.403, -1.042, -0.653, 0.094, -0.192, -0.573, -0.792, -0.955, -0.672, 0.663, 0.091, -0.834, -0.793, -0.988, -1.034, 0.185, -1.073, -0.303, -0.787, -1.113, -0.343, 0.596, -0.484, 0.705, -0.068, 0.630, 0.388, 0.328, 0.443, 0.360, 0.141, 0.447, 0.476, 0.393, -0.638, 0.431, 0.263, 0.366, 0.341, 0.220, 0.522, 0.524, 0.380, 0.970, 0.578, 0.354, 0.561, -0.152, 0.326, 0.383, 0.338, 0.455, 0.060, 0.134],
  "total_charge": 1,
  "largest_force_ev_per_a": 1.22,
  "total_energy_ha": -5144.70366,
  "spin_multiplicity": 1,
  "de_lowest_kj_mol": 135.4
}

***

# 2
{
  "formula": "C4H10NP",
  "method": "ωB97M-V/def2-TZVPD",
  "elements": ["C", "C", "C", "C", "N", "P", "H", "H", "H", "H", "H", "H", "H", "H", "H", "H"],
  "positions_angstrom": [[2.0093, 0.6801, -0.2953], [2.0206, -0.3715, 0.8029], [-1.1119, -1.4016, -0.4268], [-1.9507, 1.0595, 0.2455], [0.6062, 0.9786, -0.7535], [-0.3491, 0.1640, 0.2221], [2.3488, 1.6491, 0.0798], [2.5093, 0.3566, -1.1622], [2.1575, -1.3492, 0.5294], [2.4754, -0.2063, 1.6880], [-2.1703, -1.1072, -0.3256], [-0.8337, -1.4461, -1.4644], [-0.9814, -2.4214, 0.1798], [-2.5900, 0.5406, 0.9776], [-1.6734, 2.1173, 0.4226], [-2.4665, 0.7576, -0.7200]],
  "mulliken_charge": [-0.130, -0.832, -0.974, -1.080, -0.554, 0.405, 0.243, 0.298, 0.337, 0.325, 0.293, 0.331, 0.305, 0.391, 0.318, 0.324],
  "largest_force_ev_per_a": 4.18,
  "total_energy_ha": -554.35252,
  "spin_multiplicity": 1,
  "de_lowest_kj_mol": 347.1
}

***

# 3
{
  "formula": "C43H45F6GeN4O2SbW",
  "method": "ωB97M-V/def2-TZVPD",
  "elements": ["W", "C", "C", "C", "N", "C", "C", "C", "C", "C", "C", "C", "N", "C", "C", "C", "N", "C", "C", "C", "C", "C", "C", "C", "N", "C", "C", "H", "H", "H", "H", "H", "H", "H", "H", "H", "H", "H", "H", "H", "H", "H", "H", "H", "H", "H", "H", "H", "H", "H", "H", "H", "H", "F", "Sb", "F", "F", "F", "F", "F", "O", "C", "O", "C", "C", "Ge", "C", "C", "C", "C", "C", "C", "C", "C", "C", "C", "C", "C", "C", "C", "C", "C", "C", "C", "H", "H", "H", "H", "H", "H", "H", "H", "H", "H", "H", "H", "H", "H", "H", "H", "H", "H", "H"],
  "positions_angstrom": [[-0.7684, 0.0777, 0.4594], [-3.3566, 0.0291, 2.5918], [-3.9292, -1.2909, 2.0770], [-3.2855, -1.8231, 0.7827], [-1.8199, -1.7199, 0.7227], [-1.0976, -2.7794, 1.0432], [-1.6375, -3.8546, 1.8031], [-1.1123, -5.0764, 2.1154], [0.0718, -5.6702, 1.6480], [1.0470, -5.0951, 0.8516], [1.1744, -3.7827, 0.4384], [0.3172, -2.6757, 0.6156], [0.6598, -1.4380, 0.3214], [1.9768, -1.0535, -0.1729], [1.8197, -0.1585, -1.4111], [0.6245, -0.5802, -2.2549], [-0.6189, -0.1451, -1.6066], [-1.7158, -0.0050, -2.3742], [-1.8066, -0.6014, -3.6405], [-2.7832, -0.4881, -4.6197], [-3.8678, 0.3634, -4.6685], [-4.2758, 1.2425, -3.6658], [-3.8305, 1.3745, -2.3718], [-2.7673, 0.7244, -1.6935], [-2.5855, 0.8305, -0.3754], [-3.7467, 1.3865, 0.3554], [-3.8147, 1.3073, 1.8892], [-2.2683, -0.0265, 2.5796], [-3.6258, 0.1281, 3.6444], [-5.0018, -1.1904, 1.8963], [-3.8025, -2.0337, 2.8677], [-3.6600, -1.2644, -0.0712], [-3.5869, -2.8604, 0.6329], [-2.6003, -3.6525, 2.2511], [-1.7122, -5.6859, 2.7792], [0.2374, -6.6965, 1.9509], [1.8651, -5.7423, 0.5612], [2.1015, -3.5745, -0.0739], [2.5878, -1.9163, -0.4216], [2.4943, -0.5012, 0.6158], [2.7353, -0.2123, -1.9988], [1.6825, 0.8798, -1.1175], [0.6260, -1.6696, -2.3956], [0.6946, -0.1135, -3.2384], [-1.0097, -1.2942, -3.8752], [-2.6426, -1.1226, -5.4869], [-4.4531, 0.3620, -5.5786], [-5.0997, 1.8939, -3.9338], [-4.3533, 2.1215, -1.7928], [-4.6362, 0.8827, -0.0388], [-3.8440, 2.4471, 0.1069], [-4.8658, 1.4823, 2.1330], [-3.2519, 2.1307, 2.3187], [0.0058, -0.3242, 2.6404], [1.5545, -1.0938, 3.7645], [2.6338, 0.0861, 2.7535], [1.1448, 0.3386, 4.9104], [2.8037, -1.7577, 4.9734], [0.1247, -2.2090, 4.3184], [2.0235, -2.4168, 2.4849], [-1.0435, 1.9404, 1.6155], [0.2049, 2.1964, 1.7127], [0.9502, 1.5876, 0.8932], [0.7116, 3.1115, 2.7834], [-0.2978, 4.2202, 3.1413], [-0.4647, 4.7624, 5.0509], [0.8946, 6.1277, 5.4354], [0.7306, 7.3588, 4.7979], [1.6361, 8.3888, 4.9987], [2.7228, 8.2008, 5.8418], [2.9069, 6.9772, 6.4670], [2.0012, 5.9451, 6.2602], [-0.6521, 3.2599, 6.3171], [0.0030, 3.2252, 7.5439], [-0.2229, 2.1777, 8.4275], [-1.1249, 1.1762, 8.1028], [-1.8001, 1.2186, 6.8924], [-1.5636, 2.2557, 6.0040], [-2.2559, 5.6162, 5.1494], [-3.3518, 5.0506, 4.5041], [-4.6060, 5.6398, 4.5860], [-4.7781, 6.8008, 5.3256], [-3.6974, 7.3649, 5.9860], [-2.4437, 6.7727, 5.9019], [1.6681, 3.5190, 2.4604], [0.9219, 2.4522, 3.6344], [-1.2958, 3.9261, 2.8212], [-0.0478, 5.1254, 2.5850], [-0.1210, 7.5149, 4.1435], [1.4951, 9.3384, 4.4981], [3.4265, 9.0059, 6.0084], [3.7612, 6.8220, 7.1136], [2.1761, 4.9866, 6.7328], [0.6821, 4.0193, 7.8252], [0.3039, 2.1510, 9.3731], [-1.3091, 0.3675, 8.7985], [-2.5035, 0.4353, 6.6362], [-2.0887, 2.2752, 5.0536], [-3.2344, 4.1372, 3.9292], [-5.4485, 5.1907, 4.0734], [-5.7563, 7.2596, 5.3931], [-3.8268, 8.2678, 6.5698], [-1.6037, 7.2187, 6.4220]],
  "lowdin_spin": [1.579, 0.018, 0.006, 0.017, 0.141, 0.061, 0.131, -0.002, 0.214, -0.024, 0.180, 0.027, 0.212, 0.025, 0.010, 0.004, 0.048, -0.008, 0.079, -0.004, 0.081, 0.002, 0.067, 0.005, -0.006, 0.004, 0.001, 0.009, 0.002, 0.001, 0.000, 0.003, 0.001, 0.005, -0.003, 0.010, -0.005, 0.007, 0.002, 0.009, 0.001, 0.001, 0.001, 0.001, 0.005, -0.002, 0.004, -0.002, 0.004, 0.001, -0.001, 0.000, 0.000, 0.025, 0.001, 0.001, 0.000, 0.001, 0.001, 0.008, 0.007, 0.018, 0.011, 0.002, 0.000, 0.000, 0.000, 0.000, 0.000, 0.000, 0.000, 0.000, 0.000, 0.000, 0.000, 0.000, 0.000, 0.000, 0.000, 0.000, 0.000, 0.000, 0.000, 0.000, 0.000, 0.001, 0.000, 0.000, 0.000, 0.000, 0.000, 0.000, 0.000, 0.000, 0.000, 0.000, 0.000, 0.000, 0.000, 0.000, 0.000, 0.000, 0.000],
  "total_charge": 1,
  "largest_force_ev_per_a": 3.18,
  "total_energy_ha": -5018.43820,
  "spin_multiplicity": 4,
  "de_lowest_kj_mol": 120.1
}

***

# 4
{
  "formula": "C11H27F6KO18P3S2",
  "method": "ωB97M-V/def2-TZVPD",
  "elements": ["K", "C", "F", "F", "F", "S", "O", "O", "O", "C", "F", "F", "F", "S", "O", "O", "O", "C", "O", "P", "O", "O", "C", "O", "C", "H", "H", "H", "H", "H", "H", "H", "H", "H", "C", "O", "P", "O", "O", "C", "O", "C", "H", "H", "H", "H", "H", "H", "H", "H", "H", "C", "O", "P", "O", "O", "C", "O", "C", "H", "H", "H", "H", "H", "H", "H", "H", "H"],
  "positions_angstrom": [[-1.4811, -28.3267, -10.9147], [-7.7679, -26.3286, -11.0647], [-7.4424, -25.1009, -11.4776], [-7.4863, -26.4807, -9.7397], [-9.0570, -26.5698, -11.1861], [-6.7207, -27.5581, -12.0805], [-5.3643, -27.5218, -11.4921], [-7.3456, -28.8615, -11.8609], [-6.7850, -27.1447, -13.5043], [-2.8893, -23.3157, -13.7532], [-3.2574, -23.7035, -12.5180], [-3.5761, -24.0344, -14.6675], [-3.0332, -21.9858, -13.8389], [-0.9980, -23.7324, -13.9225], [-0.8903, -25.1568, -13.5882], [-0.5667, -23.4735, -15.3148], [-0.3294, -22.8183, -12.9354], [-2.2713, -26.9186, -4.7763], [-0.8575, -26.6205, -4.5965], [0.2630, -27.1262, -5.6198], [-0.1936, -27.2115, -7.0288], [0.8938, -28.5422, -4.9470], [1.8417, -29.3385, -5.6919], [1.4383, -26.0583, -5.4457], [2.0554, -25.8481, -4.2128], [-2.7509, -27.2749, -3.8647], [-2.4633, -27.5144, -5.6687], [-2.8324, -26.0663, -5.1593], [2.8116, -29.2658, -5.1998], [1.9298, -28.9059, -6.6885], [1.5509, -30.3890, -5.6896], [2.0584, -24.7768, -4.0119], [3.0726, -26.2198, -4.0889], [1.6489, -26.2740, -3.2955], [-2.0659, -32.6527, -4.9597], [-1.8897, -32.2290, -6.3450], [-3.1336, -32.0751, -7.3834], [-2.7949, -31.5785, -8.7232], [-4.2013, -31.1699, -6.6086], [-5.3231, -30.7564, -7.3578], [-3.8657, -33.5863, -7.4511], [-4.5986, -33.9737, -8.5793], [-1.4870, -33.5650, -4.8150], [-3.1192, -32.6555, -4.6794], [-1.7153, -31.8961, -4.2578], [-5.3012, -31.0902, -8.3952], [-5.4979, -29.6820, -7.3017], [-6.1755, -31.3729, -7.0725], [-4.5710, -35.0607, -8.6545], [-4.2480, -33.6768, -9.5677], [-5.6236, -33.6173, -8.4772], [3.3317, -25.5717, -10.2151], [4.6072, -25.4477, -9.6489], [5.7233, -26.6918, -9.8241], [5.2638, -28.0191, -9.3256], [7.0013, -26.0337, -9.0610], [8.1002, -26.8811, -8.7190], [6.1761, -26.6929, -11.4107], [6.7160, -25.5708, -11.9825], [2.6665, -25.1305, -9.4728], [3.0006, -26.5999, -10.3612], [3.2683, -25.0461, -11.1679], [7.7166, -27.8513, -8.4034], [8.6507, -26.5101, -7.8545], [8.7897, -26.9008, -9.5630], [7.7397, -25.6213, -12.3535], [6.5468, -24.6151, -11.4865], [6.1109, -25.4919, -12.8857]],
  "mulliken_charge": [0.960, 0.570, -0.212, -0.240, -0.217, 1.121, -0.653, -0.692, -0.662, 0.582, -0.207, -0.191, -0.221, 1.053, -0.649, -0.672, -0.681, -0.676, -0.349, 1.110, -0.600, -0.322, -0.609, -0.325, -0.802, 0.292, 0.261, 0.296, 0.258, 0.320, 0.205, 0.325, 0.296, 0.329, -0.643, -0.303, 0.994, -0.625, -0.279, -0.733, -0.339, -0.684, 0.274, 0.303, 0.248, 0.365, 0.269, 0.293, 0.259, 0.327, 0.280, -0.702, -0.300, 1.123, -0.675, -0.287, -0.700, -0.319, -0.778, 0.255, 0.297, 0.301, 0.342, 0.234, 0.254, 0.291, 0.339, 0.322],
  "total_charge": -1,
  "largest_force_ev_per_a": 4.19,
  "total_energy_ha": -4809.54303,
  "spin_multiplicity": 1,
  "de_lowest_kj_mol": 36.7
}